DFT (ωB97M-V/def2-TZVPD) results for one molecule with the formula C5H5ClF2 at a distorted geometry.

Output
HOMO level = -0.3519 hartree
SMILES = C=C(Cl)[C@@H](F)/C=C\F
Charge = 0
Energy above the lowest of the compared OMol25 structures with the same formula, charge and spin = 129.68 kJ/mol
Maximum force = 1.983 eV/Å

Cartesian coordinates (Å):
1 C 0.5991 -0.6203 -1.8496
2 C -0.3901 -0.7841 -0.9879
3 Cl -2.0367 -1.0516 -1.4848
4 C -0.1857 -0.7810 0.4558
5 F 1.1617 -1.0338 0.7183
6 C -0.5219 0.6127 0.8905
7 C 0.3058 1.5230 1.4304
8 F 1.5924 1.3506 1.7795
9 H 0.3357 -0.8194 -2.8652
10 H 1.5612 -0.3637 -1.4350
11 H -0.8431 -1.5438 0.9293
12 H -1.5462 0.9852 0.7743
13 H -0.0323 2.5262 1.6446


DFT (ωB97M-V/def2-TZVPD) results for a 2-piece molecular cluster, C5H5ClN2O2 overall at a distorted geometry.

Output
HOMO level = -0.3361 hartree
SMILES = ClCc1cnc[nH]1.O=C=O
Charge = 0
Energy above the lowest of the compared OMol25 structures with the same formula, charge and spin = 106.76 kJ/mol
Maximum force = 5.048 eV/Å

Cartesian coordinates (Å):
1 Cl -1.0854 3.2273 0.2660
2 C 0.0132 1.6658 -0.2216
3 C -0.0066 0.2001 0.1694
4 C -0.5489 -0.9575 -0.3355
5 N -0.1870 -2.0334 0.3874
6 C 0.5589 -1.5902 1.4035
7 N 0.6984 -0.2204 1.2727
8 H 0.9558 1.8219 0.3059
9 H 0.2493 1.7553 -1.3372
10 H -1.1106 -1.1136 -1.1953
11 H 1.2666 -2.2006 1.9275
12 H 1.2548 0.2700 1.8262
13 O 5.2480 0.2418 -0.7563
14 C 4.4608 0.5167 0.0199
15 O 3.7203 0.8237 0.8298


DFT (ωB97M-V/def2-TZVPD) results for a 2-piece molecular cluster, C5H5ClO overall at a distorted geometry.

Output
HOMO level (spin up / spin down) = -0.3099 / -0.3165 hartree
Charge = 0
Energy above the lowest of the compared OMol25 structures with the same formula, charge and spin = 572.70 kJ/mol
Maximum force = 4.143 eV/Å

Cartesian coordinates (Å):
1 C -0.2371 -1.6345 -0.2318
2 C 0.3284 -0.5343 -0.7159
3 C 2.5794 0.6537 -1.2783
4 C -0.9787 -0.2253 -0.0218
5 C -1.2295 0.4377 1.2557
6 O 3.5530 0.0703 -1.0562
7 Cl 2.2958 2.1284 -2.1076
8 H -0.3770 -2.6523 -0.0015
9 H -1.9612 -0.2759 -0.4741
10 H -1.8003 1.3563 0.8425
11 H -0.2699 0.7293 1.8261
12 H -1.9031 -0.0534 1.9630